1.
The following is a quantum chemistry calculation of a molecular structure, C9H15ClI2N2OPPr, from the Open Molecules 2025 dataset.

Last column: Löwdin spin population.
Element x y z (Å)
I  -2.83864  -1.73041  -0.42574  0.000
I  -3.34090  0.85255  -0.66523  0.000
Pr  1.52164  0.54971  0.46278  2.041
P  0.64724  0.05448  -2.47483  -0.005
C  -0.92490  -0.11523  -3.40321  -0.001
C  1.40150  1.39694  -3.48341  -0.001
H  2.49211  -1.50787  -2.79895  0.000
H  1.61891  -1.17601  -4.34441  0.000
H  0.91472  -2.27874  -3.09172  0.000
C  1.50859  -1.37144  -3.26452  0.000
H  2.39923  1.63401  -3.09066  0.000
H  1.47247  1.06221  -4.53097  0.000
H  -0.74044  -0.12291  -4.48949  0.000
H  -1.59574  0.70524  -3.12611  0.000
H  0.77341  2.29366  -3.41220  0.000
H  -1.41791  -1.04096  -3.08471  0.000
C  -3.71414  -0.46360  2.21884  0.000
O  -4.16363  0.18386  3.03425  0.000
Cl  4.00490  0.12711  0.32227  -0.019
N  1.50888  -1.28016  2.15361  -0.005
C  0.72186  -0.48923  3.08947  -0.001
C  0.55596  -0.83051  4.41094  0.000
C  -0.25038  0.00987  5.17156  0.000
C  -0.89792  1.08605  4.54709  0.000
C  -0.71424  1.33212  3.21068  -0.001
N  0.20207  0.59362  2.49885  -0.008
H  0.87692  -1.91514  1.64388  0.000
H  2.09457  -1.93195  2.67330  0.000
H  1.11451  -1.67331  4.82540  0.000
H  -0.40932  -0.18137  6.23237  0.000
H  -1.56996  1.72857  5.11263  0.000
H  -1.25235  2.08843  2.62515  0.000

Frontier orbital gap (spin up / spin down), hartree: 0.2475 / 0.2768
<S²>: 2.00
Multiplicity: 3
Charge: +2

2.
The following is a quantum chemistry calculation of 2 unconnected molecules or ions with the total composition C4H11NOS2, from the Open Molecules 2025 dataset.

Last column: natural (NBO) charge in e.
Element x y z (Å)
S  1.99216  -1.56376  -1.56047  -0.280
S  -1.28184  -2.31625  0.79829  0.035
C  -0.11704  -1.30216  -0.08307  -0.615
C  -0.56901  0.14014  -0.43649  -0.085
C  -1.56222  0.82062  0.54546  -0.061
O  -2.85950  0.29422  0.59818  -0.706
N  0.53184  1.03205  -0.73697  -0.580
C  1.26444  1.48490  0.48156  -0.444
H  2.74807  -2.62253  -1.26096  0.145
H  0.77665  -1.34975  0.54179  0.249
H  0.05011  -1.89091  -1.00157  0.328
H  -1.06060  0.06680  -1.42577  0.213
H  -1.73987  1.81205  0.13646  0.208
H  -1.05005  0.84113  1.51140  0.162
H  -2.87280  -0.66148  0.72460  0.473
H  1.24149  0.40551  -1.12178  0.368
H  1.62954  0.61609  1.02218  0.174
H  2.13891  2.02994  0.11409  0.211
H  0.73973  2.16338  1.15309  0.204

Frontier orbital gap, hartree: 0.1901
Multiplicity: 1
Charge: 0

3.
The following is a quantum chemistry calculation of 7 unconnected molecules or ions with the total composition H14O7, from the Open Molecules 2025 dataset.

Last column: natural (NBO) charge in e.
Element x y z (Å)
O  -2.38185  32.58210  -0.88726  -0.950
H  -3.21145  32.96576  -1.13543  0.459
H  -2.53445  32.69359  0.04453  0.483
O  -0.73541  30.73574  5.64557  -0.973
H  -0.57532  30.81228  4.68502  0.485
H  -0.05295  30.21089  6.06410  0.468
O  -2.22149  32.67099  1.98387  -0.973
H  -1.47006  32.21877  2.33851  0.493
H  -2.92369  32.59202  2.67413  0.478
O  1.71186  32.60081  4.19753  -0.933
H  1.77235  31.89886  4.82638  0.464
H  0.77485  32.75466  4.18347  0.470
O  -5.10070  32.22940  0.73089  -0.944
H  -5.47068  31.90143  1.58094  0.473
H  -5.86847  32.66062  0.38247  0.473
O  -0.18115  30.95946  2.95765  -0.985
H  -0.49001  30.03200  2.84130  0.504
H  0.61621  31.07310  2.42326  0.513
O  -2.96506  29.97536  0.80363  -0.948
H  -3.23482  30.87121  0.74968  0.480
H  -2.04917  30.07676  0.37845  0.464

Frontier orbital gap, hartree: 0.3994
Multiplicity: 1
Charge: 0

4.
The following is a quantum chemistry calculation of a molecular structure, C8H5Cl2GaLuNO3, from the Open Molecules 2025 dataset.

Last column: natural (NBO) charge in e.
Element x y z (Å)
Ga  0.88121  -0.30075  -4.65655  1.520
Lu  -0.11778  1.72702  -0.09809  2.091
Cl  1.84165  -1.62671  -3.24694  -0.222
Cl  -1.51159  3.53912  -0.78383  -0.485
C  2.10549  2.35007  0.40215  0.362
C  1.05493  -2.32213  -5.76800  0.520
C  0.90855  1.81593  -5.01338  0.505
O  3.20697  2.65241  0.58656  -0.190
O  1.13390  -3.46398  -5.58636  -0.211
O  0.87687  2.97871  -5.04758  -0.112
C  -1.33213  -1.19254  3.65533  -0.055
C  -1.75014  0.08982  3.31391  -0.170
C  -1.27891  0.70568  2.14082  -0.028
N  -0.39139  0.03321  1.33791  -0.731
C  0.02033  -1.23307  1.64942  0.057
C  -0.44041  -1.86106  2.80874  -0.172
H  -1.71492  -1.68496  4.57800  0.303
H  -2.46514  0.62842  3.93226  0.292
H  -1.61091  1.72251  1.84406  0.214
H  0.69307  -1.68117  0.92212  0.222
H  -0.10966  -2.87653  3.02943  0.290

Frontier orbital gap, hartree: 0.1317
Multiplicity: 1
Charge: +4

What did we get for electronic energy? Answer: -66672.313; -29529.209; -14559.598; -127002.100 eV, in the order shown.
What did we get for energy above the lowest of the compared OMol25 structures with the same formula, charge and spin? Answer: 0.000; 6.151; 1.863; 0.207 eV, in the order shown.